[1]
Density functional theory data (wB97M-V/def2-TZVPD) for a cluster of 18 separate species, H37O18 in total in a non-equilibrium geometry.

```
! wB97M-V def2-TZVPD RIJCOSX def2/J DEFGRID3
* xyz 1 1
O 0.283 -1.640 1.217
H 0.215 -0.001 1.954
H 0.922 -2.287 0.963
O 0.260 0.289 -1.190
H -0.597 -1.535 0.855
O 2.875 -1.994 -0.820
H 2.405 -1.290 -1.300
H 2.099 -2.570 -0.714
O 2.047 -3.962 1.957
H 1.304 -4.400 1.491
H 2.814 -4.293 1.483
O 4.735 0.141 0.269
H 3.982 -0.494 0.099
H 5.451 -0.367 -0.184
O -2.124 0.311 0.048
H -1.611 1.141 0.015
H -2.640 0.246 -0.818
O -3.423 -1.371 -1.320
H -3.541 -1.365 -0.374
H -3.959 -0.750 -1.822
O -2.583 -2.533 1.111
H -2.289 -2.182 1.960
H -1.910 -2.360 0.451
O 2.498 1.091 3.215
H 3.369 1.311 2.744
H 2.187 0.163 3.265
O -2.622 -3.366 -3.225
H -1.893 -3.212 -2.616
H -3.191 -2.629 -3.030
O -0.540 3.365 2.019
H -1.130 3.989 2.450
H -0.416 3.811 1.172
O -0.847 -4.026 -0.476
H -1.512 -4.175 0.209
H -0.490 -4.903 -0.682
O 0.532 0.917 1.771
H 1.634 1.315 2.601
H -0.171 1.506 2.215
O -4.123 3.203 1.733
H -3.822 4.069 1.988
H -5.008 2.968 1.995
O 1.131 3.341 -4.031
H 1.298 3.215 -4.967
H 0.891 4.268 -3.995
O -1.324 3.183 -1.694
H -0.382 2.986 -1.657
H -1.349 3.817 -2.415
O 4.977 1.419 2.533
H 5.486 1.039 3.243
H 5.437 1.843 1.808
O -2.285 0.592 -3.393
H -2.746 0.083 -2.694
H -1.639 0.925 -2.749
H 0.878 0.678 -0.560
H 0.457 0.482 -2.108
*
```

Computed properties:
calculated total energy	-37448.12963	eV
Kohn-Sham gap	9.6174	eV
E_LUMO	-2.827	eV
relative energy (zero: lowest compared OMol25 entry of this formula, charge and spin)	5.3023	eV

=====

[2]
Density functional theory data (wB97M-V/def2-TZVPD) for a cluster of 18 separate species, H37O18 in total in a non-equilibrium geometry.

```
! wB97M-V def2-TZVPD RIJCOSX def2/J DEFGRID3
* xyz 1 1
O -2.302 -2.756 -1.387
H 0.651 4.147 -1.803
H 5.206 2.951 -0.594
O 4.702 2.295 -0.118
H -3.057 -3.104 -0.924
O -0.352 0.781 -2.014
H 0.075 1.558 -1.667
H 0.586 0.221 -2.761
O 0.403 -3.788 -0.627
H 0.466 -3.625 0.323
H 1.313 -3.877 -0.871
O -4.794 -1.295 -0.399
H -4.869 -0.524 -0.970
H -3.888 -1.579 -0.555
O -0.647 -0.190 0.378
H -0.352 0.654 0.764
H -0.847 -0.909 0.994
O -4.081 -0.241 -3.488
H 0.678 2.517 2.104
H -2.710 1.233 -1.798
O 1.095 2.230 4.388
H 1.788 2.860 4.635
H 1.162 1.666 5.162
O -0.128 -2.326 1.868
H -0.982 -2.402 2.271
H -1.473 -2.979 -0.951
O -2.594 1.475 -0.884
H -3.758 0.550 -3.923
H -3.084 0.999 -0.214
O 1.905 -0.524 3.231
H 2.009 -0.925 4.099
H 2.408 0.297 3.246
O 1.137 -0.847 -2.913
H 0.418 -1.172 -3.518
H 0.615 -1.197 -2.149
O 0.378 3.413 -1.274
H 0.583 -1.879 2.338
H 0.029 3.474 -0.417
O -1.954 -0.996 5.156
H -1.265 -0.605 5.707
H -1.427 -1.266 4.401
O 3.282 2.733 2.002
H 3.242 3.684 1.856
H 3.985 2.523 1.317
O -1.161 -1.817 -4.266
H -1.856 -1.480 -4.840
H -1.665 -2.200 -3.539
O 0.689 1.845 1.414
H -1.130 0.378 -1.596
H 1.617 1.679 1.232
O 4.260 -0.196 -1.389
H 4.881 -0.914 -1.517
H 3.641 -0.510 -0.724
H -4.999 -0.145 -3.225
H 4.863 1.399 -0.410
*
```

Computed properties:
calculated total energy	-37449.14677	eV
Kohn-Sham gap	10.5767	eV
E_LUMO	-2.584	eV
relative energy (zero: lowest compared OMol25 entry of this formula, charge and spin)	4.2852	eV

=====

[3]
Density functional theory data (wB97M-V/def2-TZVPD) for a cluster of 19 separate species, H37O18S in total in a non-equilibrium geometry.

```
! wB97M-V def2-TZVPD RIJCOSX def2/J DEFGRID3
* xyz -1 1
S -0.153 0.393 0.659
H 0.848 0.235 1.528
H 0.390 2.852 2.627
H 0.513 2.511 3.949
O 1.051 3.054 3.309
H -0.997 -1.132 -1.919
H -0.281 -0.166 -2.993
O -0.962 -0.844 -2.846
H -3.615 0.698 1.417
H -4.667 -0.245 1.959
O -3.742 -0.015 2.105
H 4.140 -0.795 -2.235
H 3.094 -1.719 -1.491
O 3.590 -1.571 -2.329
H 0.416 1.064 -1.762
H 0.774 2.193 -2.907
O 0.687 1.270 -2.672
H -0.479 -2.381 -0.833
H -1.567 -2.235 0.253
O -1.437 -2.351 -0.696
H 1.650 -0.184 -4.269
H 2.697 -1.316 -4.380
O 1.853 -1.010 -4.712
H 1.647 -3.389 -0.618
H 2.340 -2.621 0.537
O 2.380 -2.796 -0.411
H -2.769 -2.760 -3.295
H -1.650 -1.903 -3.946
O -2.383 -2.540 -4.140
H 1.578 3.151 -0.214
H 2.953 3.140 0.275
O 2.456 2.858 -0.502
H -1.467 3.552 2.493
H -1.565 2.095 2.640
O -2.158 2.898 2.664
H -2.621 -0.810 3.156
H -2.185 -1.587 4.338
O -1.815 -1.229 3.522
H -4.307 2.225 0.749
H -2.932 2.215 0.079
O -3.752 1.713 0.147
H -0.138 -3.633 -2.515
H 1.405 -3.896 -2.581
O 0.627 -3.928 -2.014
H -1.481 1.080 4.083
H -0.552 0.058 3.516
O -0.561 1.012 3.799
H 2.967 0.227 0.583
H 3.097 0.821 -0.828
O 3.603 0.474 -0.094
H -0.314 4.589 -0.665
H 0.348 5.435 -1.643
O 0.589 4.827 -0.930
H 0.738 -3.811 2.911
H 0.796 -2.501 3.684
O 1.325 -3.274 3.454
*
```

Computed properties:
calculated total energy	-48293.59329	eV
Kohn-Sham gap	6.7101	eV
E_LUMO	2.020	eV

=====

[4]
Density functional theory data (wB97M-V/def2-TZVPD) for a structure of composition H37O19 in a non-equilibrium geometry.

```
! wB97M-V def2-TZVPD RIJCOSX def2/J DEFGRID3
* xyz -1 1
O 1.945 -2.532 0.952
H -2.707 -4.358 -0.234
H 1.516 -2.452 1.875
O -1.276 -0.383 -1.100
H 3.728 -0.739 1.687
H -1.006 0.524 -1.446
O 4.193 -2.146 -1.999
H -1.448 -0.614 -3.813
H 1.246 0.605 -1.471
O 1.463 -2.865 -2.379
H 2.132 -3.549 -2.222
H 0.913 -3.081 -3.145
O 1.451 -0.427 2.044
H 2.591 -2.992 1.276
H 4.985 -0.069 1.891
O -4.775 1.309 1.270
H -3.956 1.026 1.575
H -4.687 1.099 0.280
O 0.796 -0.022 -2.235
H 1.576 0.334 2.402
H 1.433 -0.637 -2.011
O -2.183 -1.262 -4.032
H -0.404 1.073 0.806
O -0.728 1.709 3.567
H -4.583 1.211 -1.872
H -0.726 0.929 3.827
O 1.426 3.251 3.284
H 0.523 2.732 3.750
H 0.885 3.430 2.532
O -0.686 1.451 -3.741
H -0.019 0.873 -3.341
H -0.221 2.185 -3.730
O 4.595 -0.834 1.423
H 4.716 -1.658 -1.266
H 1.056 1.275 0.646
O -3.993 0.983 -1.267
H 2.750 1.281 0.058
H -1.977 -1.866 -3.274
O -0.006 1.801 1.066
H 3.616 -1.485 -2.160
H -0.582 1.650 2.603
O 0.467 2.564 -1.685
H -0.482 3.000 -1.442
H 0.873 2.218 -0.783
O 1.934 1.133 -0.247
H 1.651 -0.129 1.035
H -3.148 0.730 -1.264
O -1.781 4.286 2.064
H -1.420 3.638 1.482
H -1.340 4.002 2.929
O -2.006 -4.753 -0.075
H -1.169 -4.602 -0.076
H -0.583 -0.948 -1.343
O -2.269 -2.574 2.748
H -2.608 -3.371 2.301
H -1.694 -1.954 2.282
*
```

Computed properties:
calculated total energy	-39498.25419	eV
Kohn-Sham gap	9.8232	eV
E_LUMO	2.134	eV
relative energy (zero: lowest compared OMol25 entry of this formula, charge and spin)	10.0272	eV

=====

[5]
Density functional theory data (wB97M-V/def2-TZVPD) for a cluster of 19 separate species, H37O19 in total in a non-equilibrium geometry.

```
! wB97M-V def2-TZVPD RIJCOSX def2/J DEFGRID3
* xyz -1 1
O 0.937 4.649 0.962
H 0.609 1.976 3.414
H 1.218 3.865 0.321
O -1.294 0.519 1.839
H 0.722 1.266 -4.472
H -0.535 0.946 1.361
O 1.494 2.766 -1.831
H 1.241 -1.904 1.029
H 1.934 1.038 -1.066
O 3.199 1.463 1.700
H 2.738 1.488 0.806
H 3.294 0.467 1.913
O -1.330 1.704 -1.724
H 1.066 4.315 1.855
H -0.720 1.445 -2.411
O -3.252 -1.399 1.849
H -3.160 -1.055 0.962
H -3.568 -0.583 2.200
O 2.814 0.825 -0.753
H 0.383 0.833 0.324
H 3.424 1.306 -1.032
O 1.558 -1.934 1.937
H -0.806 0.827 -0.619
O -3.348 0.372 -1.429
H -0.167 -1.527 3.638
H -2.961 -0.315 -1.650
O -2.876 -1.747 -3.447
H -3.630 -1.368 -3.268
H -2.718 -1.311 -4.257
O 4.034 -2.187 -0.107
H 4.462 -2.139 -0.926
H 3.301 -1.670 0.117
O 0.235 1.191 -3.714
H 1.285 2.221 -2.698
H 1.914 -1.256 -3.110
O -1.041 -1.785 3.963
H 0.612 -0.394 -3.798
H 1.116 -1.131 2.090
O -0.064 0.181 -0.007
H 1.796 3.527 -2.370
H -2.501 0.955 -1.399
O 0.938 -2.660 -1.242
H 0.744 -1.692 -1.077
H 0.945 -2.461 -2.219
O 1.053 -1.302 -3.535
H -0.980 2.622 -1.394
H -1.426 -1.556 3.175
O -1.637 -4.083 -0.566
H -1.064 -3.590 -1.016
H -1.252 -4.388 0.232
O 0.693 2.401 2.562
H 1.399 2.890 2.574
H -2.016 -0.109 1.345
O -2.471 0.473 4.000
H -1.756 -0.147 4.289
H -2.082 1.037 3.482
*
```

Computed properties:
calculated total energy	-39498.64757	eV
Kohn-Sham gap	9.3052	eV
E_LUMO	2.151	eV
relative energy (zero: lowest compared OMol25 entry of this formula, charge and spin)	9.6338	eV

=====

[6]
Density functional theory data (wB97M-V/def2-TZVPD) for a cluster of 19 separate species, H38O19 in total in a non-equilibrium geometry.

```
! wB97M-V def2-TZVPD RIJCOSX def2/J DEFGRID3
* xyz -1 2
O 2.137 -2.495 1.286
H 1.627 -2.860 2.010
H 2.916 -2.058 1.432
O 3.910 1.511 2.345
H 4.107 1.973 1.577
H 3.099 0.956 2.411
O -0.881 -2.929 3.610
H -1.255 -2.708 4.490
H -1.353 -2.372 3.115
O 0.776 -4.414 -0.259
H 1.219 -4.166 0.647
H 1.380 -5.169 -0.495
O -3.029 -2.570 -1.164
H -2.311 -2.407 -0.584
H -2.923 -3.463 -1.567
O -1.199 2.141 1.958
H -0.840 2.583 1.132
H -0.536 1.912 2.521
O -4.275 0.922 0.987
H -4.440 1.383 1.882
H -3.488 1.586 0.744
O -0.152 -1.993 -4.131
H -0.907 -2.331 -4.475
H 0.167 -2.425 -3.327
O -2.061 0.050 -3.723
H -3.032 -0.479 -3.408
H -1.460 -0.651 -4.014
O 1.447 0.759 1.561
H 1.119 1.413 0.955
H 1.029 -0.011 1.306
O 2.712 1.650 -1.726
H 2.280 2.141 -2.275
H 3.539 1.918 -1.699
O -5.001 -1.776 0.511
H -4.905 -0.773 0.580
H -4.801 -1.837 -0.452
O 1.196 2.641 3.897
H 0.563 2.563 4.568
H 2.038 3.075 3.991
O -1.947 -0.382 0.529
H -2.779 -0.596 1.137
H -2.176 0.145 -0.228
O -0.184 1.789 -1.786
H -0.551 1.343 -2.385
H 0.585 1.374 -1.421
O -0.142 4.458 1.628
H 0.308 4.850 0.879
H 0.446 4.012 2.325
O 3.182 -0.887 -1.619
H 2.654 -0.049 -1.802
H 4.110 -0.884 -1.492
O 0.978 4.132 -1.515
H 0.630 4.092 -2.387
H 0.247 3.844 -0.920
O 2.013 -3.132 -2.557
H 1.553 -2.822 -1.781
H 2.659 -2.581 -2.823
*
```

Computed properties:
calculated total energy	-39514.76374	eV
<S²>	0.7508
Kohn-Sham gap (spin up / spin down)	2.2257 / 9.9103	eV
E_LUMO (spin up / spin down)	2.486 / 2.351	eV
relative energy (zero: lowest compared OMol25 entry of this formula, charge and spin)	3.9390	eV

=====

[7]
Density functional theory data (wB97M-V/def2-TZVPD) for a cluster of 19 separate species, H38O19 in total in a non-equilibrium geometry.

```
! wB97M-V def2-TZVPD RIJCOSX def2/J DEFGRID3
* xyz 0 1
O -2.454 3.285 0.853
H -1.798 2.997 0.290
H -2.421 2.851 1.741
O -0.192 1.767 -0.145
H -0.470 0.973 -0.649
H 0.806 1.788 -0.310
O -3.520 -1.834 2.932
H -3.936 -1.049 3.312
H -4.079 -2.071 2.131
O 2.319 3.862 -0.308
H 2.110 4.772 -0.434
H 3.041 3.698 0.379
O 0.097 -3.853 -1.390
H 0.058 -4.305 -2.268
H 0.411 -3.016 -1.540
O -0.259 3.298 -3.086
H -0.638 2.364 -3.021
H -0.364 3.498 -2.191
O -0.592 -0.048 1.744
H -0.528 0.809 1.376
H -1.582 -0.556 1.530
O 0.440 -1.419 -0.256
H 0.601 -0.775 0.436
H 0.001 -2.030 0.458
O 0.079 -1.969 4.561
H 0.178 -1.405 3.791
H -0.419 -2.880 4.239
O 3.796 -0.589 0.146
H 3.527 -1.011 -0.678
H 3.652 -1.380 0.695
O -1.228 -3.103 1.648
H -2.062 -3.136 2.211
H -1.337 -3.762 0.903
O -2.626 0.609 3.664
H -2.597 1.167 4.336
H -1.901 0.771 3.056
O 2.420 2.553 -3.261
H 2.574 2.299 -2.411
H 1.713 3.263 -3.028
O 4.345 2.030 1.887
H 3.439 1.755 1.773
H 4.835 1.512 1.382
O -1.444 -0.146 -1.690
H -1.091 -0.710 -2.308
H -1.577 -0.926 -1.126
O -3.536 -3.225 -0.872
H -3.898 -2.538 -0.321
H -2.550 -3.257 -0.777
O 1.811 0.035 -4.131
H 1.992 1.059 -4.217
H 2.434 -0.411 -4.648
O -0.774 -1.805 -3.685
H -1.502 -1.427 -4.144
H -0.005 -1.198 -3.905
O 1.817 1.157 1.709
H 1.787 0.235 1.405
H 1.098 1.426 2.213
*
```

Computed properties:
calculated total energy	-39517.52599	eV
Kohn-Sham gap	10.6183	eV
E_LUMO	-0.363	eV
relative energy (zero: lowest compared OMol25 entry of this formula, charge and spin)	5.3731	eV

=====

[8]
Density functional theory data (wB97M-V/def2-TZVPD) for a cluster of 19 separate species, H38O19 in total in a non-equilibrium geometry.

```
! wB97M-V def2-TZVPD RIJCOSX def2/J DEFGRID3
* xyz 0 1
O -17.234 3.201 -23.922
H -16.334 3.277 -23.603
H -17.141 3.003 -24.854
O -19.012 -4.173 -25.444
H -18.156 -3.743 -25.446
H -19.593 -3.547 -25.012
O -15.829 -2.767 -16.957
H -14.903 -2.832 -17.190
H -15.829 -2.637 -16.008
O -17.624 -1.787 -21.803
H -17.426 -1.923 -20.876
H -17.831 -0.854 -21.870
O -20.257 -0.400 -21.110
H -20.465 -1.334 -21.076
H -19.649 -0.316 -21.844
O -21.186 -2.687 -24.476
H -22.129 -2.556 -24.378
H -20.841 -2.625 -23.585
O -15.977 -6.941 -21.447
H -15.448 -7.643 -21.070
H -16.551 -6.663 -20.733
O -14.514 -5.277 -23.312
H -13.580 -5.375 -23.122
H -14.949 -5.836 -22.668
O -21.446 -0.586 -26.139
H -22.397 -0.654 -26.058
H -21.106 -1.150 -25.444
O -17.696 -4.725 -17.212
H -18.618 -4.486 -17.116
H -17.221 -3.903 -17.088
O -17.789 1.104 -22.277
H -17.766 1.758 -21.579
H -17.821 1.616 -23.085
O -21.273 1.423 -19.506
H -20.945 0.835 -20.187
H -21.328 0.876 -18.723
O -17.643 3.040 -20.346
H -17.393 2.500 -19.596
H -18.398 3.542 -20.040
O -17.175 1.315 -18.108
H -16.293 1.288 -17.737
H -17.742 1.521 -17.364
O -21.237 -4.767 -19.246
H -20.884 -3.890 -19.098
H -21.496 -5.072 -18.377
O -20.476 -3.206 -21.486
H -19.531 -3.076 -21.570
H -20.566 -4.092 -21.136
O -17.604 -1.341 -18.862
H -17.481 -0.396 -18.780
H -17.167 -1.708 -18.094
O -20.252 -1.967 -18.041
H -19.553 -1.644 -18.610
H -20.660 -1.176 -17.689
O -16.763 -2.846 -24.500
H -16.032 -3.341 -24.130
H -17.022 -2.244 -23.802
*
```

Computed properties:
calculated total energy	-39521.03385	eV
Kohn-Sham gap	8.5405	eV
E_LUMO	-0.801	eV
relative energy (zero: lowest compared OMol25 entry of this formula, charge and spin)	1.8652	eV